# 1
DFT (ωB97M-V/def2-TZVPD) results for C6H8O6Tl as an isolated structure.

The calculation puts the HOMO-LUMO gap (spin up / spin down) at 6.8 / 6.7 eV. The charge is 0. For the LUMO energy (spin up / spin down), the calculation gives -1.33 / -1.39 eV. Its spin multiplicity is 2. The calculation puts the energy above the lowest of the compared OMol25 structures with the same formula, charge and spin at 95.3 kcal per mole. Its electronic energy is -857.17817 Eh.

Each line ends with the Mulliken spin population.
Geometry (Å):
O (-1.50462, 1.45076, 0.82466)  0.005
C (-2.84220, 1.25580, 1.18147)  0.001
O (-3.16985, 1.46809, 2.35073)  0.003
O (-3.49688, 0.75250, 0.23806)  -0.001
C (-0.54965, 1.70949, 1.84996)  -0.068
H (-0.82941, 2.64933, 2.36249)  0.072
H (-0.57552, 0.91569, 2.61369)  0.031
C (0.80023, 1.82501, 1.24414)  0.892
H (0.86709, 2.33793, 0.28152)  0.023
H (1.63813, 2.02473, 1.91564)  0.027
O (1.81438, -0.06208, -3.05677)  -0.001
C (1.10578, -0.26841, -1.94980)  0.002
C (2.57736, -1.25452, -3.33630)  -0.001
O (1.74160, -1.06388, -1.09687)  0.004
O (-0.11735, -0.43137, -2.04287)  0.004
C (2.24419, -2.15182, -2.13056)  0.004
H (3.63452, -0.98248, -3.40986)  0.000
H (2.21865, -1.66333, -4.28779)  0.000
H (1.81475, -3.07164, -2.54765)  0.000
H (2.93719, -2.70324, -1.48248)  0.000
Tl (-1.92652, 0.69434, -1.38914)  0.003

# 2
DFT (ωB97M-V/def2-TZVPD) results for a 10-piece molecular cluster, C4H30N2O9S overall.

The calculation puts the HOMO-LUMO gap at 9.0 eV. The charge is 0. For the LUMO energy, the calculation gives 0.16 eV. The calculation puts the energy above the lowest of the compared OMol25 structures with the same formula, charge and spin at 15.6 kcal per mole. Its electronic energy is -1355.20854 Eh.

Each line ends with the Mulliken charge.
Geometry (Å):
C (-2.90173, -1.14492, -0.24399)  -1.495
C (-2.51135, 0.09219, -1.03910)  0.428
C (-3.07759, -0.05362, -2.49690)  -0.954
S (-2.10363, 0.46198, -3.99573)  -0.247
N (-1.03776, 0.20673, -1.01851)  -0.150
C (-0.39268, 0.40088, 0.33146)  -0.815
N (0.73348, -0.48232, 0.62592)  0.120
H (-2.65453, -0.94764, 0.80533)  0.356
H (-3.91034, -1.55189, -0.22164)  0.447
H (-2.22637, -1.94452, -0.56562)  0.373
H (-2.98045, 1.00123, -0.64079)  0.394
H (-3.31644, -1.09152, -2.74606)  0.356
H (-3.98910, 0.52520, -2.63563)  0.390
H (-0.83770, 0.66869, -3.60786)  0.081
H (-0.65116, -0.68408, -1.32817)  0.349
H (-0.03965, 1.41701, 0.20205)  0.139
H (-1.13190, 0.33357, 1.13441)  0.211
H (0.61574, -1.47848, 0.70799)  0.165
H (1.50341, -0.09735, 0.09244)  0.189
H (-1.19033, 3.11535, -2.93078)  0.316
H (0.13773, 3.73890, -2.63384)  0.294
O (-0.70256, 3.94265, -2.97823)  -0.631
H (-1.26541, 0.72734, 3.18276)  0.326
H (-2.34957, 1.35318, 3.97141)  0.309
O (-1.39846, 1.31585, 3.93194)  -0.679
H (3.32692, -0.41158, 3.31475)  0.303
H (2.59330, -0.35373, 1.92902)  0.352
O (3.34882, -0.00990, 2.43764)  -0.695
H (2.05546, 2.66806, -0.51589)  0.271
H (2.72933, 1.80338, 0.52681)  0.228
O (2.34400, 1.75176, -0.34829)  -0.623
H (2.38072, -1.85748, -1.66793)  0.379
H (1.81906, -2.81931, -2.80504)  0.262
O (2.02452, -2.73443, -1.89165)  -0.620
H (2.49669, 1.96291, 3.22112)  0.301
H (1.37434, 2.93616, 3.39738)  0.284
O (1.91982, 2.54405, 2.71426)  -0.567
H (-0.77404, -2.03921, 2.83509)  0.345
H (-1.23812, -2.06030, 1.44040)  0.171
O (-1.51387, -1.75442, 2.31007)  -0.619
H (3.27502, 0.13176, -3.15863)  0.264
H (2.57696, 0.68136, -1.74295)  0.382
O (2.83484, -0.05484, -2.32540)  -0.648
H (0.99502, -4.01858, 1.22986)  0.307
H (1.98586, -2.96669, 1.43846)  0.283
O (1.12371, -3.22337, 1.75809)  -0.632

# 3
DFT (ωB97M-V/def2-TZVPD) results for a 2-piece molecular cluster, C6H13Cl2N overall.

The calculation puts the HOMO-LUMO gap (spin up / spin down) at 5.6 / 7.7 eV. The charge is 0. For the LUMO energy (spin up / spin down), the calculation gives 0.78 / -1.82 eV. Its spin multiplicity is 3. Its electronic energy is -1211.28851 Eh.

Each line ends with the Mulliken spin population.
Geometry (Å):
C (2.99432, 1.31246, 1.35092)  0.013
C (-3.13623, 0.11490, -0.25829)  0.001
C (-2.09536, -1.99120, 0.25587)  0.001
C (2.82551, 0.49230, -1.01329)  1.075
C (2.51185, 1.33021, -0.04561)  0.742
C (-0.73542, -0.28336, -0.64513)  0.043
N (-2.03987, -0.87736, -0.58093)  0.001
Cl (-0.10719, 0.31992, 1.00516)  0.040
Cl (-0.72878, 1.09938, -1.76875)  0.005
H (2.16306, 1.11753, 2.07717)  0.041
H (3.60583, 0.35827, 1.47705)  -0.008
H (3.70985, 2.13775, 1.60909)  0.059
H (-3.24680, 0.19665, 0.80074)  0.000
H (-3.07564, 1.06226, -0.65264)  0.000
H (-4.07128, -0.30487, -0.81414)  0.000
H (-1.65785, -2.05508, 1.19288)  0.000
H (-3.13525, -2.36757, 0.34967)  0.000
H (-1.42585, -2.64685, -0.32690)  -0.002
H (2.40369, 0.35035, -2.01002)  -0.010
H (3.50311, -0.36088, -0.64189)  0.012
H (1.93602, 2.13304, -0.33358)  0.026
H (-0.19771, -1.13786, -1.02738)  -0.037

# 4
DFT (ωB97M-V/def2-TZVPD) results for one molecule with the formula C3H6N2OS.

The calculation puts the HOMO-LUMO gap at 9.1 eV. The charge is 0. For the LUMO energy, the calculation gives 0.37 eV. The calculation puts the energy above the lowest of the compared OMol25 structures with the same formula, charge and spin at 164.1 kcal per mole. Its electronic energy is -700.62768 Eh.

Each line ends with the Mulliken charge.
Geometry (Å):
C (3.70431, -0.05280, 0.07851)  -0.132
C (-0.11218, 0.38458, -0.17774)  -0.239
C (-3.59627, -0.30160, 0.03987)  -0.201
H (3.87626, -1.26056, 0.35762)  0.155
H (4.76722, 0.35786, 0.40306)  0.238
H (-0.30149, 1.34781, -0.92710)  0.272
H (-0.24501, 0.75939, 0.87850)  0.268
H (-4.40527, 0.27186, 0.45318)  0.270
H (-3.74163, -1.43322, 0.44010)  0.227
N (2.55607, 0.56521, -0.31929)  -0.325
N (-2.51377, 0.41772, -0.37450)  -0.401
O (-1.27926, -0.40338, -0.44154)  -0.138
S (1.29105, -0.65286, -0.41065)  0.006

# 5
DFT (ωB97M-V/def2-TZVPD) results for C30H55CrNO4PSbSi3 as an isolated structure.

The calculation puts the HOMO-LUMO gap (spin up / spin down) at 6.1 / 6.2 eV. The charge is +3. For the LUMO energy (spin up / spin down), the calculation gives -9.88 / -10.10 eV. Its spin multiplicity is 4. Its electronic energy is -4025.66494 Eh.

Each line ends with the Mulliken spin population.
Geometry (Å):
Cr (0.20121, 0.68410, -0.28966)  3.521
O (-0.59485, -1.21417, -3.75902)  0.014
C (-0.46277, -0.74102, -2.56866)  -0.013
O (0.11433, 0.31450, -2.27680)  -0.077
C (-1.06425, -1.54892, -1.45533)  0.125
C (-1.72354, -2.75729, -1.52629)  0.000
C (-2.19716, -3.30698, -0.33554)  0.032
C (-1.97474, -2.64784, 0.87175)  0.000
C (-1.28658, -1.45052, 0.85399)  0.113
N (-0.86948, -0.92198, -0.29487)  -0.231
C (-0.85078, -0.56041, 1.99422)  -0.045
O (-1.10207, -0.80544, 3.24164)  0.006
O (-0.26823, 0.47679, 1.68040)  -0.151
H (-0.17605, -0.64552, -4.43347)  -0.001
H (-1.87131, -3.25009, -2.47894)  0.001
H (-2.73027, -4.24910, -0.34907)  -0.002
H (-2.33205, -3.07890, 1.79941)  0.001
H (-1.46488, -1.68585, 3.42540)  0.001
C (2.83715, -2.21502, -1.23879)  0.001
C (3.56852, -0.90849, -0.89830)  0.008
C (4.94181, -1.25837, -0.31502)  0.001
C (3.72078, -0.08316, -2.18207)  0.001
P (2.51452, 0.00572, 0.35841)  0.008
C (2.61754, -0.99912, 1.86068)  -0.019
C (3.43721, -0.69551, 2.94618)  -0.002
C (3.50356, -1.54972, 4.03898)  0.000
C (2.77303, -2.72947, 4.05412)  -0.001
C (1.97703, -3.06235, 2.96520)  0.006
C (1.89573, -2.19833, 1.88168)  0.003
C (3.06554, 1.76990, 0.64308)  -0.040
C (4.57599, 2.00468, 0.68134)  0.003
C (2.44960, 2.54362, -0.53903)  0.049
C (2.41362, 2.31208, 1.92574)  -0.002
H (3.34100, -2.68212, -2.08709)  0.002
H (1.79238, -2.05110, -1.52709)  0.012
H (2.86213, -2.92717, -0.41498)  0.002
H (5.49709, -1.83531, -1.05852)  0.000
H (4.85650, -1.87300, 0.58105)  0.000
H (5.53490, -0.37766, -0.07830)  0.000
H (4.19863, -0.70902, -2.93830)  0.002
H (4.35813, 0.78890, -2.04703)  0.001
H (2.75949, 0.24349, -2.58801)  0.006
H (4.04946, 0.19524, 2.94731)  0.000
H (4.14412, -1.29937, 4.87425)  0.000
H (2.84540, -3.39988, 4.90047)  0.000
H (1.44698, -4.00746, 2.95087)  0.000
H (1.31296, -2.49304, 1.01421)  -0.001
H (5.06722, 1.74240, -0.25312)  0.001
H (5.06010, 1.45290, 1.48562)  -0.001
H (4.75859, 3.06749, 0.85980)  -0.001
H (2.86457, 2.26651, -1.50493)  0.003
H (2.58661, 3.61663, -0.40298)  -0.003
H (1.33892, 2.42424, -0.60925)  -0.087
H (2.73132, 1.78945, 2.82454)  -0.003
H (1.32102, 2.27301, 1.89314)  0.021
H (2.70391, 3.35981, 2.03331)  -0.002
C (-3.83672, 4.48905, 2.16701)  -0.020
Si (-2.89515, 2.91956, 2.35330)  -0.019
C (-1.52172, 3.00519, 3.57563)  0.001
C (-4.00389, 1.44432, 2.50026)  0.003
Sb (-1.79701, 2.66218, 0.00941)  -0.196
Si (-0.76832, 4.97356, -0.78748)  -0.010
C (0.35665, 5.50571, 0.57372)  -0.003
C (-2.27012, 6.05143, -0.87751)  -0.037
C (-0.00317, 4.57856, -2.42700)  0.003
Si (-3.66192, 1.97059, -1.67048)  0.021
C (-4.13070, 0.23314, -1.21284)  0.002
C (-2.87679, 2.11691, -3.34460)  0.000
C (-5.09385, 3.10973, -1.43161)  -0.010
H (-4.48420, 4.62365, 3.04065)  -0.004
H (-4.47733, 4.47670, 1.28324)  0.005
H (-3.17625, 5.35550, 2.11533)  0.001
H (-1.92221, 3.23836, 4.56738)  0.001
H (-0.82152, 3.79928, 3.31033)  0.000
H (-0.97476, 2.06525, 3.65013)  -0.002
H (-4.39043, 1.35704, 3.52051)  0.000
H (-3.49679, 0.50658, 2.25884)  -0.002
H (-4.86096, 1.55540, 1.83263)  -0.001
H (-0.04683, 5.21310, 1.54429)  0.000
H (0.41798, 6.59884, 0.56288)  0.000
H (1.37179, 5.12213, 0.48674)  0.000
H (-2.44236, 6.54968, 0.07767)  -0.001
H (-3.16789, 5.50391, -1.14833)  0.014
H (-2.12363, 6.83350, -1.63015)  -0.003
H (0.17987, 3.51186, -2.55752)  -0.001
H (0.94684, 5.10435, -2.55542)  0.000
H (-0.66714, 4.90810, -3.22892)  -0.001
H (-3.41997, -0.50358, -1.59082)  -0.001
H (-5.10382, -0.00538, -1.65315)  0.001
H (-4.22372, 0.11885, -0.13175)  0.001
H (-1.81344, 1.87628, -3.32533)  0.004
H (-2.97902, 3.13950, -3.71448)  -0.001
H (-3.37168, 1.46233, -4.06888)  0.001
H (-5.61449, 2.90179, -0.49392)  0.000
H (-5.81453, 2.95682, -2.24229)  -0.001
H (-4.81299, 4.15996, -1.45130)  0.002

# 6
DFT (ωB97M-V/def2-TZVPD) results for one molecule with the formula C6H7N.

The calculation puts the HOMO-LUMO gap at 10.0 eV. The charge is 0. For the LUMO energy, the calculation gives 1.11 eV. The calculation puts the energy above the lowest of the compared OMol25 structures with the same formula, charge and spin at 132.1 kcal per mole. Its electronic energy is -287.37670 Eh.

Each line ends with the Mulliken charge.
Geometry (Å):
C (2.34109, 0.55692, 0.46151)  -0.212
C (-1.37821, 0.39002, -1.04498)  -0.459
C (-1.41595, 0.64468, 0.37929)  -0.782
C (0.21579, -1.47432, 0.30449)  -0.728
C (1.11027, -0.29969, -0.03292)  0.574
C (-0.30888, -0.17573, -0.21512)  0.406
N (2.33370, 0.15396, -0.73973)  -0.563
H (2.87431, 1.18661, 1.19913)  0.292
H (-2.16095, -0.25261, -1.57716)  0.208
H (-1.11458, 1.24827, -1.50322)  0.272
H (-1.10022, 1.70218, 0.63871)  0.169
H (-1.97212, 0.17903, 1.16567)  0.292
H (0.40966, -2.31966, -0.40269)  0.258
H (0.16608, -1.53967, 1.36702)  0.274

What did the first record say?
DFT (ωB97M-V/def2-TZVPD) results for C6H8O6Tl as an isolated structure.

The calculation puts the HOMO-LUMO gap (spin up / spin down) at 6.8 / 6.7 eV. The charge is 0. For the LUMO energy (spin up / spin down), the calculation gives -1.33 / -1.39 eV. Its spin multiplicity is 2. The calculation puts the energy above the lowest of the compared OMol25 structures with the same formula, charge and spin at 95.3 kcal per mole. Its electronic energy is -857.17817 Eh.

Each line ends with the Mulliken spin population.
Geometry (Å):
O (-1.50462, 1.45076, 0.82466)  0.005
C (-2.84220, 1.25580, 1.18147)  0.001
O (-3.16985, 1.46809, 2.35073)  0.003
O (-3.49688, 0.75250, 0.23806)  -0.001
C (-0.54965, 1.70949, 1.84996)  -0.068
H (-0.82941, 2.64933, 2.36249)  0.072
H (-0.57552, 0.91569, 2.61369)  0.031
C (0.80023, 1.82501, 1.24414)  0.892
H (0.86709, 2.33793, 0.28152)  0.023
H (1.63813, 2.02473, 1.91564)  0.027
O (1.81438, -0.06208, -3.05677)  -0.001
C (1.10578, -0.26841, -1.94980)  0.002
C (2.57736, -1.25452, -3.33630)  -0.001
O (1.74160, -1.06388, -1.09687)  0.004
O (-0.11735, -0.43137, -2.04287)  0.004
C (2.24419, -2.15182, -2.13056)  0.004
H (3.63452, -0.98248, -3.40986)  0.000
H (2.21865, -1.66333, -4.28779)  0.000
H (1.81475, -3.07164, -2.54765)  0.000
H (2.93719, -2.70324, -1.48248)  0.000
Tl (-1.92652, 0.69434, -1.38914)  0.003

Which of these has the lowest electronic energy?
C30H55CrNO4PSbSi3